No. 1
DFT (wB97M-V/def2-TZVPD) results for a cluster of 4 separate species, C24H56O12 in total at a distorted geometry.

Its SMILES is COCCOCCOC.COCCOCCOC.COCCOCCOC.COCCOCCOC. The total charge is 0. The HOMO energy is -8.716 eV. The gap between HOMO and LUMO comes out at 9.5 eV. The LUMO energy comes out at 0.757 eV. The value obtained for the relative energy (zero: lowest compared OMol25 entry of this formula, charge and spin) is 79.58 kcal/mol. The largest force on an atom is 3.885 eV/A. For the energy, the calculation gives -50354.4278 eV.

```
92
Properties=species:S:1:pos:R:3:forces:R:3:lowdin_charge:R:1
C -6.488 -2.716 3.860 0.42 -0.28 0.22 -0.119
O -5.293 -2.153 3.366 1.72 -1.37 -0.13 -0.178
C -4.698 -2.968 2.307 -3.02 0.40 -1.36 -0.218
C -3.244 -2.875 2.145 0.76 0.01 0.50 -0.173
O -2.740 -3.745 1.080 -2.15 2.52 -0.47 -0.125
C -2.204 -4.925 1.529 1.42 -0.90 1.30 -0.246
C -2.047 -6.025 0.478 1.20 1.45 -0.84 -0.120
O -1.082 -5.497 -0.513 -1.74 0.21 0.83 -0.210
C -1.109 -5.950 -1.841 0.13 0.23 -0.18 -0.120
H -6.363 -3.781 4.054 -0.08 -0.28 -0.34 0.081
H -7.285 -2.538 3.138 -0.36 -0.06 0.26 0.090
H -6.674 -2.319 4.858 -0.25 0.54 -0.29 0.087
H -5.175 -2.538 1.426 0.08 -0.19 -0.58 0.127
H -4.954 -4.025 2.236 -0.56 -0.23 0.98 0.124
H -2.866 -3.155 3.128 0.88 0.06 -0.07 0.135
H -3.128 -1.804 1.976 1.29 -0.17 -0.45 0.119
H -2.811 -5.315 2.346 -0.02 -0.36 0.25 0.126
H -1.240 -4.603 1.923 0.52 -0.79 0.35 0.117
H -3.075 -6.253 0.194 0.12 -0.08 -1.08 0.124
H -1.534 -6.930 0.804 -0.46 -0.01 0.79 0.126
H -0.205 -5.514 -2.267 0.38 -0.75 -0.05 0.090
H -1.862 -5.545 -2.517 -0.81 0.29 0.51 0.077
H -1.210 -7.034 -1.894 0.51 -0.18 -0.15 0.084
C 2.790 5.554 -0.939 0.95 2.33 0.05 -0.033
O 3.779 6.618 -1.191 -0.69 -0.58 0.38 -0.191
C 5.072 6.313 -0.823 1.92 -1.06 -0.77 -0.237
C 5.715 5.160 -1.691 -1.11 2.55 0.08 -0.226
O 5.258 3.978 -1.158 1.62 -2.97 0.50 -0.156
C 6.013 2.715 -1.354 -1.99 -1.23 -1.13 -0.121
C 6.615 2.447 -2.787 1.16 0.14 2.13 -0.168
O 7.185 1.078 -2.836 -2.10 2.15 -0.08 -0.201
C 7.835 0.865 -4.089 0.44 0.50 1.75 -0.107
H 3.087 5.010 -0.043 -0.11 -0.38 -0.37 0.063
H 2.682 4.987 -1.864 -0.21 -0.35 0.44 0.093
H 1.950 6.205 -0.698 -0.59 -0.75 -0.22 0.088
H 5.243 5.976 0.199 -0.62 0.03 0.52 0.117
H 5.688 7.204 -0.939 -0.17 0.21 -0.20 0.118
H 6.784 5.362 -1.758 0.25 -0.60 0.14 0.124
H 5.232 5.334 -2.652 0.40 -0.15 -0.63 0.123
H 5.238 1.965 -1.197 -0.58 0.07 -0.47 0.112
H 6.638 2.303 -0.562 1.02 1.46 0.25 0.118
H 7.437 3.160 -2.850 0.46 -0.02 -0.40 0.104
H 5.918 2.762 -3.563 -0.29 -0.83 -0.22 0.122
H 7.239 1.260 -4.912 0.00 -0.59 -0.25 0.086
H 8.086 -0.194 -4.038 -0.20 0.05 -0.84 0.091
H 8.756 1.440 -3.995 0.36 0.02 -0.66 0.081
C -6.481 2.913 2.322 -0.48 0.86 1.67 -0.117
O -6.339 2.255 1.117 -2.72 -0.66 0.37 -0.136
C -5.213 2.494 0.450 3.46 -0.34 -1.73 -0.262
C -4.171 1.370 0.712 0.13 0.67 -0.40 -0.130
O -3.447 0.943 -0.471 0.55 0.72 1.39 -0.129
C -4.116 0.561 -1.656 -1.28 0.31 1.44 -0.217
C -3.378 -0.488 -2.358 1.33 -0.82 -1.61 -0.224
O -2.459 0.099 -3.249 0.60 0.92 -1.27 -0.191
C -1.485 -0.764 -3.847 -0.44 0.02 1.56 -0.081
H -7.343 3.582 2.318 -0.12 0.13 -0.27 0.087
H -5.628 3.508 2.647 0.36 0.15 -0.54 0.091
H -6.638 2.272 3.189 -0.11 -0.71 -0.28 0.086
H -4.833 3.497 0.643 0.41 0.06 0.58 0.124
H -5.211 2.533 -0.639 -1.44 -0.20 -0.30 0.113
H -4.595 0.531 1.264 -0.62 -0.28 -0.47 0.116
H -3.524 1.811 1.470 1.09 -0.32 -0.54 0.118
H -4.316 1.398 -2.325 0.23 0.17 -0.10 0.130
H -5.088 0.115 -1.444 -0.35 0.08 0.43 0.132
H -4.096 -1.033 -2.970 -0.19 -0.51 0.06 0.127
H -2.802 -1.164 -1.726 -0.47 -0.16 0.56 0.129
H -0.584 -0.627 -3.249 0.37 -0.19 -0.23 0.079
H -1.271 -0.554 -4.895 -0.39 0.24 0.10 0.084
H -1.815 -1.794 -3.710 0.09 -0.24 -0.35 0.078
C 4.203 2.826 2.011 -1.03 -0.78 0.31 -0.081
O 3.725 1.542 1.516 0.14 1.09 -0.51 -0.199
C 2.374 1.215 1.902 1.50 -1.82 0.66 -0.162
C 1.962 -0.166 1.309 -1.39 1.16 -1.63 -0.114
O 0.528 -0.013 0.960 1.31 -0.09 0.86 -0.137
C -0.148 -1.226 1.089 -0.23 -0.79 -0.63 -0.214
C 0.267 -2.286 0.043 -0.74 0.94 0.13 -0.197
O 1.550 -2.819 0.156 1.18 -0.13 -0.21 -0.203
C 1.854 -3.658 1.264 -2.11 0.02 -1.13 -0.074
H 3.773 2.967 3.002 0.06 0.17 0.23 0.079
H 3.906 3.676 1.396 -0.21 -0.21 -0.28 0.053
H 5.287 2.881 2.110 -0.02 -0.62 -0.24 0.085
H 1.611 1.978 1.755 0.19 0.02 -0.40 0.127
H 2.472 0.954 2.956 -0.46 0.68 0.54 0.113
H 2.127 -1.037 1.943 -0.21 0.39 0.59 0.102
H 2.436 -0.470 0.376 0.51 0.61 -0.01 0.123
H -1.217 -1.072 0.938 -0.02 0.40 -0.26 0.105
H -0.090 -1.582 2.118 0.29 -0.33 0.28 0.119
H 0.282 -1.800 -0.933 -0.01 0.33 -0.01 0.125
H -0.557 -2.994 -0.048 0.19 -0.74 0.36 0.100
H 1.100 -4.444 1.214 0.10 -0.65 0.21 0.070
H 1.602 -3.123 2.179 1.02 -0.08 0.43 0.075
H 2.832 -4.098 1.071 0.03 0.45 0.63 0.099
```
Forces are in eV/Å.

***

No. 2
DFT (wB97M-V/def2-TZVPD) results for a structure of composition C4H5CdO4 at a distorted geometry.

The total charge is +1. The HOMO energy is -13.087 eV. The gap between HOMO and LUMO comes out at 8.9 eV. The LUMO energy comes out at -4.192 eV. The largest force on an atom is 4.170 eV/A. For the energy, the calculation gives -16973.1776 eV.

```
14
Properties=species:S:1:pos:R:3:forces:R:3:lowdin_charge:R:1
O -0.655 -0.793 -1.936 -1.00 -0.60 -0.70 0.044
C -1.778 -1.084 -2.089 -1.40 -0.30 -0.60 -0.327
O -2.871 -1.373 -2.289 0.80 0.16 0.31 0.313
O 0.744 1.385 0.490 -0.69 2.70 3.10 -0.414
C 1.582 1.351 1.545 0.50 0.34 0.15 -0.355
C 2.699 0.383 1.664 -0.42 -0.14 0.52 -0.036
O 3.041 -0.594 0.975 0.26 0.13 -0.03 -0.024
C 2.490 -1.001 -0.368 1.23 -1.04 -0.34 -0.180
Cd 0.882 0.238 -0.990 1.25 -1.46 -2.08 1.391
H 1.068 1.186 2.527 0.08 0.00 -0.18 0.162
H 2.123 2.312 1.737 -0.22 -0.11 -0.08 0.157
H 3.287 0.488 2.587 -0.05 -0.01 -0.25 0.168
H 2.301 -2.070 -0.200 -0.03 0.38 -0.08 0.052
H 3.397 -0.958 -0.988 -0.29 -0.05 0.26 0.047
```
Forces are in eV/Å.

***

No. 3
DFT (wB97M-V/def2-TZVPD) results for the molecule CH3N5 at a distorted geometry.

Its SMILES is [H]/N=c1/nn[nH][nH]1. The total charge is 0. The HOMO energy is -9.296 eV. The gap between HOMO and LUMO comes out at 9.5 eV. The LUMO energy comes out at 0.209 eV. The value obtained for the relative energy (zero: lowest compared OMol25 entry of this formula, charge and spin) is 39.97 kcal/mol. The largest force on an atom is 1.572 eV/A. For the energy, the calculation gives -8533.3616 eV.

```
9
Properties=species:S:1:pos:R:3:forces:R:3:lowdin_charge:R:1
C -0.719 -0.366 -0.129 -1.17 -0.33 0.65 -0.488
H -2.449 0.451 -0.217 0.33 -0.38 0.15 0.052
H 2.199 0.707 0.150 -0.87 -0.56 -0.40 0.150
H -0.011 1.324 0.766 0.32 -0.65 -1.08 0.156
N -1.988 -0.461 -0.102 0.74 0.49 -0.43 0.122
N 0.134 -1.528 -0.039 0.57 0.79 -0.04 0.058
N 1.328 -1.126 -0.046 -0.63 0.03 -0.24 -0.007
N 1.386 0.213 -0.255 1.37 0.37 0.68 -0.078
N 0.119 0.787 -0.127 -0.66 0.25 0.70 0.035
```
Forces are in eV/Å.

***

No. 4
DFT (wB97M-V/def2-TZVPD) results for a cluster of 2 separate species, CH7NO in total at a distorted geometry.

Its SMILES is NO.C. The total charge is 0. The HOMO energy is -10.547 eV. The gap between HOMO and LUMO comes out at 11.3 eV. The LUMO energy comes out at 0.765 eV. The value obtained for the relative energy (zero: lowest compared OMol25 entry of this formula, charge and spin) is 46.42 kcal/mol. The largest force on an atom is 1.764 eV/A. For the energy, the calculation gives -4685.9146 eV.

```
10
Properties=species:S:1:pos:R:3:forces:R:3:lowdin_charge:R:1
C 1.966 0.021 0.142 -0.80 0.24 -0.75 -0.039
H 2.225 0.111 1.163 -0.19 -0.21 1.28 0.002
H 2.832 -0.392 -0.335 0.38 0.02 -0.67 0.007
H 1.696 1.024 -0.187 0.34 -0.02 -0.31 0.019
H 1.092 -0.605 -0.063 0.27 -0.05 0.46 0.009
H -1.696 1.004 -0.709 0.42 0.98 0.14 0.070
H -2.958 -0.485 -0.127 -1.72 0.35 -0.20 0.042
H -1.544 -1.025 -0.408 0.52 -0.18 0.24 0.060
N -2.066 -0.505 0.292 1.43 -0.15 0.57 -0.032
O -1.547 0.852 0.232 -0.66 -0.99 -0.76 -0.138
```
Forces are in eV/Å.

***

Q: energy of number 2 (C4H5CdO4)?
A: -16973.1776 eV

***

Q: What is the formula in the first record?
A: C24H56O12

***

What did the third record say?
DFT (wB97M-V/def2-TZVPD) results for the molecule CH3N5 at a distorted geometry.

Its SMILES is [H]/N=c1/nn[nH][nH]1. The total charge is 0. The HOMO energy is -9.296 eV. The gap between HOMO and LUMO comes out at 9.5 eV. The LUMO energy comes out at 0.209 eV. The value obtained for the relative energy (zero: lowest compared OMol25 entry of this formula, charge and spin) is 39.97 kcal/mol. The largest force on an atom is 1.572 eV/A. For the energy, the calculation gives -8533.3616 eV.

```
9
Properties=species:S:1:pos:R:3:forces:R:3:lowdin_charge:R:1
C -0.719 -0.366 -0.129 -1.17 -0.33 0.65 -0.488
H -2.449 0.451 -0.217 0.33 -0.38 0.15 0.052
H 2.199 0.707 0.150 -0.87 -0.56 -0.40 0.150
H -0.011 1.324 0.766 0.32 -0.65 -1.08 0.156
N -1.988 -0.461 -0.102 0.74 0.49 -0.43 0.122
N 0.134 -1.528 -0.039 0.57 0.79 -0.04 0.058
N 1.328 -1.126 -0.046 -0.63 0.03 -0.24 -0.007
N 1.386 0.213 -0.255 1.37 0.37 0.68 -0.078
N 0.119 0.787 -0.127 -0.66 0.25 0.70 0.035
```
Forces are in eV/Å.